# 1
Here is 2 unconnected molecules or ions with the total composition C4H14N2O2 in a non-equilibrium geometry from the Open Molecules 2025 dataset. Energies are from ωB97M-V with the def2-TZVPD basis set.

The geometry in XYZ format:
```
22
Properties=species:S:1:pos:R:3:forces:R:3:lowdin_charge:R:1
C -1.95977 -0.63577 -0.46167 -1.12 0.46 0.06 -0.04
C -0.67633 -0.05749 -1.05201 -0.36 -0.67 0.72 -0.41
O -0.97745 1.19860 -1.63459 0.12 0.62 -0.35 -0.04
C 0.38515 0.15141 0.03127 -0.11 0.76 -1.19 -0.38
N 1.73207 0.24717 -0.57376 -0.74 -0.79 0.49 0.05
C 0.07785 1.41758 0.84506 1.11 -0.61 1.69 -0.21
N 0.84377 1.28355 2.13396 0.04 0.64 -0.25 -0.01
H -2.37472 -0.06140 0.37838 0.61 0.23 0.01 0.08
H -2.75621 -0.50294 -1.20034 0.03 -0.41 -0.23 0.08
H -1.99791 -1.66444 -0.11306 0.56 -0.22 -0.33 0.08
H -0.22215 -0.73473 -1.78566 -0.31 0.00 -0.11 0.14
H -1.84723 1.22687 -2.06615 0.52 -0.41 0.27 0.10
H 0.45268 -0.75664 0.62919 -0.46 0.11 0.39 0.13
H 2.34549 0.31740 0.23365 0.38 0.49 -0.49 0.07
H 1.78357 1.03604 -1.20823 0.26 0.10 0.30 0.08
H -0.94900 1.64408 1.11437 -0.38 -0.21 -0.65 0.10
H 0.51764 2.24892 0.30235 -0.25 0.15 -0.08 0.11
H 0.25277 0.87554 2.84644 -0.10 -0.30 -0.07 0.06
H 1.03800 2.21122 2.50385 0.13 -0.10 -0.14 0.06
O 1.48724 -3.43212 -0.58712 -0.25 -0.44 0.69 -0.06
H 1.54437 -2.48643 -0.69688 0.20 0.72 -0.30 -0.01
H 1.30018 -3.52643 0.36093 0.11 -0.13 -0.43 0.04
```
Positions in Å, forces in eV/Å.

Properties
Frontier orbital gap   10.09 eV
Relative energy (zero: lowest compared OMol25 entry of this formula, charge and spin)   19.0 kcal/mol
Structure (SMILES)   C[C@@H](O)[C@@H](N)CN.O
Largest force on an atom   2.115 eV/A
LUMO energy   0.8 eV
Multiplicity   1
Electronic energy   -420.7749 a.u.
Charge   0

# 2
Here is 3 unconnected molecules or ions with the total composition C6H13NO2 in a non-equilibrium geometry from the Open Molecules 2025 dataset. Energies are from ωB97M-V with the def2-TZVPD basis set.

The geometry in XYZ format:
```
22
Properties=species:S:1:pos:R:3:forces:R:3:lowdin_charge:R:1
C 1.18397 -2.03930 -0.91196 0.53 -0.47 -0.08 -0.10
C 0.34132 -1.64805 0.30066 0.09 -0.02 -0.24 -0.21
C 0.13224 -0.16830 0.41127 -0.34 -0.08 -0.09 -0.28
C -0.90729 0.59427 -0.21192 0.17 0.00 0.39 -0.10
C -0.74516 1.90265 0.17161 0.25 0.19 -0.25 -0.13
N 0.36808 1.97980 0.96697 -0.03 -0.25 0.01 0.02
C 0.89379 0.71744 1.11918 0.22 0.19 -0.06 -0.08
H 1.23796 -3.12898 -1.00128 -0.06 0.06 0.01 0.07
H 0.83367 -1.65041 -1.86503 -0.30 0.13 0.07 0.06
H 2.21811 -1.69661 -0.81911 -0.08 0.11 0.13 0.08
H -0.61681 -2.16981 0.23992 -0.09 0.16 0.02 0.11
H 0.81934 -2.02262 1.20728 0.04 0.04 0.01 0.11
H -1.70058 0.19590 -0.82150 -0.06 0.05 -0.08 0.11
H -1.28713 2.78769 -0.11101 -0.09 0.02 0.08 0.11
H 0.76617 2.81809 1.36395 -0.20 -0.18 -0.15 0.15
H 1.80363 0.54464 1.66600 -0.01 0.05 0.18 0.12
O -2.58744 0.09993 2.50036 -0.81 -0.66 -0.06 -0.05
H -1.81932 0.58384 2.22623 0.69 0.42 -0.24 -0.01
H -2.82185 -0.40518 1.70593 0.07 0.21 0.38 0.04
O 0.97915 0.83269 -2.88166 -0.64 0.17 -0.38 -0.07
H 0.78530 0.85902 -1.93357 -0.12 0.00 -0.15 0.00
H 0.12283 1.01331 -3.32234 0.77 -0.14 0.51 0.05
```
Positions in Å, forces in eV/Å.

Properties
Frontier orbital gap   9.50 eV
Relative energy (zero: lowest compared OMol25 entry of this formula, charge and spin)   18.1 kcal/mol
Structure (SMILES)   CCc1cc[nH]c1.O.O
Largest force on an atom   1.043 eV/A
LUMO energy   0.7 eV
Multiplicity   1
Electronic energy   -441.6511 a.u.
Charge   0

# 3
Here is a molecular structure, C43H45AsCl3GeO3PPtSSi in a non-equilibrium geometry from the Open Molecules 2025 dataset. Energies are from ωB97M-V with the def2-TZVPD basis set.

The geometry in XYZ format:
```
100
Properties=species:S:1:pos:R:3:forces:R:3:lowdin_charge:R:1
Pt 0.16807 0.90492 0.23623 0.47 -0.70 -1.14 0.30
S 0.58956 0.94615 2.60286 -1.40 0.08 1.38 0.46
C 2.13004 1.63024 2.98518 0.59 1.37 1.16 -0.72
C 2.28842 2.61625 4.04940 2.03 -1.36 -1.56 -0.10
C 3.59289 3.09685 4.31184 -0.29 -2.01 -0.89 -0.12
C 4.71522 2.58005 3.60109 0.93 0.58 0.67 -0.14
C 4.51333 1.79521 2.47369 -0.98 -0.54 -0.72 -0.15
C 3.22959 1.25696 2.20118 -0.23 0.89 -0.44 -0.38
As 2.57109 0.53992 0.40693 1.45 1.59 0.44 1.14
C 3.77298 1.56863 -0.69760 -0.82 -0.47 1.30 -0.42
C 4.63806 0.86165 -1.50225 0.93 -1.57 -0.77 -0.21
C 5.56302 1.52166 -2.27266 1.03 -1.66 -0.82 -0.19
C 5.72360 2.91313 -2.15304 -0.78 0.13 -0.22 -0.19
C 4.89896 3.62539 -1.27683 1.10 0.57 0.24 -0.18
C 4.02278 2.97900 -0.46665 -1.14 -0.74 -0.03 -0.20
C 3.42008 -1.17854 0.39192 -0.24 -0.92 0.69 -0.38
C 2.91149 -2.17610 -0.47907 0.39 0.53 -0.56 -0.12
C 3.49560 -3.43900 -0.54617 0.71 0.98 2.69 -0.09
C 4.55430 -3.69923 0.38408 -0.82 0.49 -0.78 -0.11
C 4.96228 -2.75123 1.32523 0.29 0.24 -0.61 -0.11
C 4.37374 -1.47730 1.38419 -0.08 -0.36 -0.78 -0.08
H 1.47440 2.84183 4.70188 -0.55 0.39 0.03 0.07
H 3.75305 3.77389 5.10998 0.14 0.55 0.79 0.06
H 5.79897 2.74012 3.96555 -1.89 0.32 -0.75 0.10
H 5.27432 1.64316 1.69733 0.08 -0.19 0.65 0.11
H 4.63368 -0.26405 -1.46293 -0.11 1.24 -0.44 0.10
H 6.22908 0.94636 -2.98561 -0.73 0.62 0.98 0.08
H 6.50722 3.32934 -2.70964 0.85 1.06 -0.67 0.03
H 5.05570 4.69762 -1.13201 0.00 -0.15 -0.09 0.09
H 3.43539 3.48207 0.28243 -0.06 0.29 0.15 0.09
H 2.10471 -1.89805 -1.19389 0.48 -0.18 0.73 0.09
H 2.99537 -4.23925 -1.03150 0.02 -0.55 -0.89 0.08
H 5.06154 -4.64587 0.32028 0.12 -0.30 0.16 0.07
H 5.86329 -2.93911 1.90671 -0.33 -0.20 0.24 0.09
H 4.68376 -0.72077 2.13936 -0.26 -0.73 -0.83 0.09
C 1.86349 -1.42453 -4.69808 -1.76 -0.35 -1.37 -0.08
C 1.79893 -0.07757 -4.07047 0.52 1.32 1.05 -0.28
O 1.01147 -0.07819 -2.86888 0.88 -1.02 -0.53 -0.29
P 0.19983 1.02659 -2.08322 -0.34 1.07 2.21 0.58
O 0.65201 2.40037 -2.86012 -0.12 -0.28 -0.06 -0.30
C 0.27908 3.69735 -2.31613 -0.42 -0.01 0.97 -0.29
C 1.50792 4.56975 -2.14390 0.32 -0.19 -0.80 -0.07
O -1.29224 0.68409 -2.57608 -0.92 0.42 -0.99 -0.34
C -1.82793 1.02454 -3.90815 1.01 -0.28 2.69 -0.23
C -2.88687 2.07818 -3.72413 -0.90 1.20 -0.35 -0.08
H 1.05716 -1.50641 -5.50206 1.12 -0.22 0.84 0.09
H 1.63410 -2.16462 -3.93627 0.21 -0.21 0.01 0.07
H 2.86234 -1.57960 -5.11340 -0.28 -0.19 -0.09 0.07
H 1.43778 0.74628 -4.66359 -0.17 0.02 -0.74 0.10
H 2.82072 0.17742 -3.82634 0.27 0.41 0.58 0.10
H -0.24180 3.62375 -1.31470 0.39 -0.38 -1.18 0.05
H -0.40210 4.08101 -3.06402 -0.33 0.42 0.00 0.09
H 2.14966 4.14975 -1.38171 0.03 0.11 0.31 0.04
H 1.34936 5.65172 -1.99009 -0.43 -0.56 0.21 0.08
H 2.08427 4.49033 -3.06232 0.22 0.04 -0.22 0.07
H -2.24572 0.10071 -4.27359 0.01 -0.26 -0.39 0.11
H -0.94891 1.35130 -4.43875 -0.12 0.19 -0.93 0.09
H -3.30839 2.26680 -2.69154 0.72 -0.78 -1.02 0.09
H -3.69650 1.78795 -4.39561 -0.41 0.20 0.18 0.06
H -2.56505 3.06622 -4.09480 0.12 -0.30 0.23 0.07
C -2.00053 0.62061 0.40842 -0.68 0.55 1.13 -0.66
Ge -2.87356 -0.84957 1.36102 0.32 -1.07 -0.35 0.89
C -4.85095 -0.73864 1.03731 0.74 0.41 1.02 -0.26
C -5.34020 -1.38149 -0.07809 0.03 -0.83 -0.84 -0.14
C -6.64145 -1.25953 -0.49370 -1.44 1.24 0.75 -0.10
C -7.43405 -0.25014 0.10438 1.50 0.93 -0.53 -0.10
C -6.80579 0.62591 1.01624 -0.91 -1.61 1.00 -0.12
C -5.65794 0.19399 1.70692 -0.59 -0.46 -2.04 -0.14
C -2.65415 -1.57431 3.17378 1.00 0.85 0.31 -0.29
C -3.79120 -1.95213 3.86549 1.47 -1.39 1.71 -0.11
C -3.66847 -2.66215 5.10390 0.69 2.04 -1.89 -0.08
C -2.37736 -2.75481 5.60873 -1.86 -1.46 3.39 -0.15
C -1.23431 -2.50884 4.91335 0.75 0.46 -1.37 -0.11
C -1.35719 -1.84856 3.69771 -0.68 0.16 -0.42 -0.09
C -2.49900 -2.63803 0.47121 0.12 1.83 -0.63 -0.25
C -3.42037 -3.63817 0.69292 0.43 -0.13 0.05 -0.16
C -3.31249 -4.81975 0.01882 -1.10 -1.55 -0.18 -0.11
C -2.43730 -5.04053 -1.05831 -0.17 0.16 0.84 -0.12
C -1.52375 -4.06241 -1.28976 1.07 2.50 0.58 -0.09
C -1.54672 -2.85172 -0.50535 0.00 -1.86 -0.60 -0.07
H -2.34916 0.42555 -0.59577 -0.19 0.25 -0.38 -0.05
H -4.73845 -2.10061 -0.62796 0.16 0.26 0.13 0.09
H -7.03794 -1.86446 -1.28618 -0.14 -0.30 -0.21 0.08
H -8.43971 0.01625 -0.20835 0.13 -0.25 -0.27 0.08
H -7.33418 1.51539 1.31999 -0.20 0.06 0.36 0.09
H -5.45060 0.51679 2.69849 0.62 0.89 0.35 0.07
H -4.74137 -1.64107 3.55517 -1.33 0.04 -0.74 0.06
H -4.57624 -2.95431 5.60247 0.07 0.02 0.56 0.08
H -2.32480 -2.94971 6.72826 0.23 -0.54 -1.48 0.11
H -0.27307 -2.90077 5.24482 -0.09 0.71 0.30 0.10
H -0.47559 -1.42994 3.20135 -0.22 -0.50 -0.09 0.04
H -4.23762 -3.46849 1.37265 -0.08 -0.22 0.40 0.10
H -3.99253 -5.59086 0.38389 0.01 -0.17 -0.59 0.09
H -2.42206 -5.91670 -1.67761 -0.23 -0.52 0.12 0.08
H -0.71710 -4.10509 -2.02899 -0.47 -0.31 0.03 0.09
H -0.75911 -2.15991 -0.68113 0.41 0.82 -0.14 0.07
Cl -2.78919 1.86649 3.16308 -0.37 0.39 0.10 0.30
Si -2.54637 2.23108 1.13494 0.44 -1.70 -0.33 -0.74
Cl -1.35932 3.87947 1.04737 0.34 0.57 0.04 0.29
Cl -4.30692 3.01607 0.32902 -0.26 0.05 -0.01 0.24
```
Positions in Å, forces in eV/Å.

Properties
Frontier orbital gap (alpha / beta)   2.22 / 5.85 eV
Relative energy (zero: lowest compared OMol25 entry of this formula, charge and spin)   0.0 kcal/mol
Largest force on an atom   4.138 eV/A
LUMO energy (alpha / beta)   4.1 / 4.1 eV
Expectation value of S²   2.02
Multiplicity   3
Electronic energy   -8732.9725 a.u.
Charge   -2